18
Properties=species:S:1:pos:R:3:forces:R:3 method="wB97M-V/def2-TZVPD" total_charge=+1 multiplicity=2 mol_weight_g_mol=118.14 de_lowest_kj_mol=109.1 s2=0.779 orbital_gap_ev="10.475 / 5.162" max_force_ha_per_bohr=0.0338 energy_ev=-11376.981
C 0.430 1.383 -1.355 -0.3 0.1 0.0
C 0.288 1.776 0.097 0.9 -0.2 0.3
N 1.326 2.471 0.591 0.1 0.3 -0.3
O -0.636 1.414 0.825 -0.4 -0.6 -0.2
H 1.423 0.997 -1.581 0.0 0.0 0.1
H 0.259 2.252 -1.991 -0.1 0.0 0.0
H -0.317 0.628 -1.588 0.0 0.1 -0.1
H 2.040 2.817 -0.030 0.0 0.0 0.1
H 1.311 2.850 1.524 -0.2 -0.1 0.1
C -1.591 -1.717 -0.596 -0.9 -0.3 -0.9
N -1.057 -1.448 0.642 1.7 0.2 -0.2
C 0.134 -2.172 1.090 -1.4 -0.2 0.8
O -1.286 -2.698 -1.236 0.2 0.1 0.4
H -2.293 -0.963 -0.969 0.0 0.1 0.1
H -1.185 -0.474 0.949 -0.1 0.5 0.4
H -0.169 -3.224 1.061 0.4 -0.1 -0.3
H 0.326 -1.896 2.123 0.2 0.2 -0.1
H 0.996 -1.996 0.446 -0.1 0.1 -0.1